{"formula": "C34H36AlN4O3Si2", "method": "wB97M-V/def2-TZVPD", "total_energy_ha": -2583.2116, "total_charge": 1, "lumo_energy_ev": -2.894, "e_homo_ev": -8.882, "homo_lumo_gap_ev": 6.0, "max_force_ev_per_a": 0.7, "relative_energy_kcal_mol": 87.7, "species": ["Si", "Si", "Al", "O", "O", "O", "N", "N", "N", "N", "C", "C", "C", "C", "C", "C", "C", "C", "C", "C", "C", "C", "C", "C", "C", "C", "C", "C", "C", "C", "C", "C", "C", "C", "C", "C", "C", "C", "C", "C", "C", "C", "C", "C", "H", "H", "H", "H", "H", "H", "H", "H", "H", "H", "H", "H", "H", "H", "H", "H", "H", "H", "H", "H", "H", "H", "H", "H", "H", "H", "H", "H", "H", "H", "H", "H", "H", "H", "H", "H"], "xyz": [[1.227791, 2.124307, -1.910635], [-1.592956, -1.934164, 1.053331], [0.600595, -0.975876, -0.094064], [1.518534, -2.479983, 1.030530], [0.282679, -0.254094, -1.758610], [0.795549, 0.850445, -0.876061], [-3.077971, 0.894450, -4.340547], [3.331290, -1.823728, 2.173000], [-2.642441, -0.575712, 0.186548], [2.771208, -0.869322, -0.692716], [-2.569329, -0.400321, -1.142015], [-4.148561, 1.252971, 0.358530], [-2.454349, 3.952183, -1.720380], [2.448123, 2.996672, -0.827558], [-5.246406, -4.443482, 2.813742], [-0.531919, 3.451602, -3.660494], [-5.462767, -3.639197, 1.704089], [-2.653327, 4.383455, -3.027399], [-3.153037, -2.851274, 1.772819], [-0.316795, 3.010732, -2.353801], [4.373772, 4.188504, 0.817354], [-3.166447, 0.763911, -3.202704], [-4.077891, 1.446457, -1.007879], [-1.318415, -3.350308, -0.224577], [3.587043, 3.592774, -1.374458], [4.347901, -0.522111, -2.451626], [-1.695068, 4.132981, -3.997167], [-2.968616, -3.673692, 2.889645], [2.289608, 3.012598, 0.564407], [3.245271, 3.602395, 1.381693], [-1.296677, 3.263823, -1.387959], [-3.280768, 0.601731, -1.772071], [-4.424956, -2.865937, 1.192179], [5.262036, -0.013848, -1.549534], [4.921077, 0.038480, -0.205728], [3.107944, -0.924098, -1.984735], [-3.989448, -4.464816, 3.403826], [4.543465, 4.187076, -0.560654], [2.449452, -2.760795, 1.808820], [-3.426237, 0.221864, 0.928204], [2.609366, -4.140441, 2.365911], [3.284567, -0.455107, 1.646822], [3.676885, -0.411889, 0.189418], [-1.070835, -1.198326, 2.734447], [3.468416, -4.622339, 1.894693], [6.230051, 0.340037, -1.882840], [-1.855490, 4.462838, -5.015687], [0.206128, 3.252225, -4.430472], [-4.764424, 1.882665, 0.984227], [-2.279650, -3.718348, -0.598140], [1.717467, -4.718871, 2.149132], [3.960299, 0.151759, 2.243136], [-3.461878, 0.003972, 1.988874], [-6.049281, -5.049848, 3.214632], [3.105579, 3.617416, 2.456787], [-1.857800, -1.232663, 3.493512], [-0.668538, -3.109967, -1.075421], [-0.849504, -4.183395, 0.315746], [-1.905762, -1.052537, -1.690039], [-1.147208, 2.931347, -0.362894], [2.779430, -4.113950, 3.442915], [5.611382, 0.431653, 0.529589], [4.089776, -2.087517, 2.779326], [1.910355, 1.621840, -3.124300], [-3.200854, 4.161593, -0.961038], [-0.733854, -0.171191, 2.569954], [-4.630607, -2.273704, 0.303121], [3.739007, 3.588463, -2.449542], [2.338757, -1.268119, -2.663485], [2.281283, -0.054732, 1.793627], [4.570963, -0.584818, -3.507160], [-6.438169, -3.619410, 1.231573], [1.410694, 2.562335, 1.018191], [-3.560395, 4.912451, -3.290317], [-3.808780, -5.091300, 4.269691], [5.115211, 4.657282, 1.452678], [-2.000869, -3.698776, 3.387125], [-0.213454, -1.755003, 3.132092], [5.419034, 4.649294, -1.000645], [-4.636256, 2.238425, -1.490588]], "forces_ev_per_angstrom": [[0.125, -0.386, -0.025], [-0.557, -0.021, -0.176], [0.365, 0.211, 0.154], [0.330, -0.544, 0.289], [0.172, 0.291, -0.070], [-0.284, -0.072, -0.369], [-0.013, -0.022, 0.137], [0.032, 0.057, -0.012], [0.027, 0.086, -0.181], [-0.070, 0.148, -0.019], [0.003, -0.056, 0.220], [-0.004, -0.041, 0.078], [0.099, 0.076, -0.009], [0.124, 0.128, 0.151], [0.036, 0.007, 0.007], [-0.122, 0.057, -0.007], [0.062, 0.025, -0.010], [-0.021, -0.007, 0.048], [-0.123, 0.016, -0.003], [-0.244, 0.127, -0.077], [-0.024, -0.004, 0.006], [0.004, -0.001, 0.157], [-0.238, 0.033, -0.037], [0.171, -0.021, 0.115], [-0.001, -0.036, 0.050], [-0.041, -0.007, -0.030], [0.086, -0.021, -0.023], [-0.039, -0.003, 0.066], [0.105, 0.055, -0.015], [-0.011, -0.015, -0.045], [0.064, 0.154, -0.014], [0.011, -0.087, -0.258], [-0.056, -0.091, -0.014], [0.098, 0.052, 0.032], [0.092, 0.018, -0.004], [-0.022, -0.014, 0.076], [-0.009, 0.032, -0.037], [-0.020, -0.016, 0.028], [-0.255, 0.259, -0.214], [0.101, -0.045, -0.083], [0.091, -0.005, 0.055], [0.101, -0.218, -0.020], [-0.123, -0.115, 0.028], [0.288, -0.132, 0.093], [-0.026, -0.007, 0.013], [-0.041, -0.017, 0.019], [0.001, -0.024, 0.028], [-0.023, -0.006, 0.026], [0.002, -0.005, -0.013], [0.040, 0.038, 0.064], [-0.016, -0.003, -0.010], [0.041, 0.020, -0.017], [-0.004, -0.011, -0.070], [0.026, 0.020, -0.013], [0.012, 0.007, -0.044], [0.031, 0.010, -0.058], [-0.028, -0.022, 0.069], [-0.054, 0.071, -0.056], [-0.092, -0.006, 0.039], [-0.024, -0.006, -0.066], [0.013, -0.004, -0.030], [-0.020, -0.007, -0.019], [0.010, 0.021, 0.028], [-0.041, 0.056, 0.067], [0.077, 0.027, -0.040], [-0.031, -0.046, 0.012], [0.013, -0.005, 0.025], [-0.017, -0.005, 0.030], [0.008, 0.009, 0.034], [-0.143, 0.024, -0.008], [-0.006, -0.013, 0.005], [0.038, 0.008, 0.014], [0.029, 0.021, -0.026], [0.006, 0.022, 0.002], [0.004, 0.022, -0.033], [-0.017, -0.017, -0.011], [-0.044, -0.010, -0.019], [-0.014, 0.083, -0.038], [-0.035, -0.014, 0.020], [0.019, -0.081, 0.037]], "mulliken_charge": [-0.192, 0.585, 0.567, -0.253, -0.698, 0.563, -0.539, 0.061, 1.211, 0.534, -0.336, -1.504, -0.777, 0.607, -0.489, -0.434, -0.789, -0.433, 0.572, 0.416, -0.541, -0.306, -0.210, -1.437, -0.415, -0.828, -0.746, -0.630, -0.098, -0.667, -0.034, -0.067, -0.177, -0.433, -0.712, -0.569, -0.671, -0.717, 0.796, -0.126, -1.562, -1.386, 0.913, -1.746, 0.376, 0.453, 0.397, 0.347, 0.474, 0.502, 0.318, 0.649, 0.542, 0.384, 0.447, 0.629, 0.389, 0.333, 0.895, 0.241, 0.423, 0.488, 0.290, -0.211, 0.545, 0.476, 0.213, 0.393, 0.587, 0.015, 0.476, 0.416, 0.356, 0.413, 0.409, 0.415, 0.223, 0.276, 0.425, 0.691]}